Entry from the OMol25 dataset: a structure of composition C41H70F3MnO23 (ωB97M-V/def2-TZVPD).

Output
* total charge: +1
* 2S+1: 6
* highest occupied orbital energy (spin up / spin down): -10.4 / -10.4 eV
* ⟨S²⟩: 8.7613
* LUMO energy (spin up / spin down): -6.02 / -5.95 eV
* E: -4784.73999 Ha

XYZ file:
```
138
Properties=species:S:1:pos:R:3:forces:R:3:lowdin_charge:R:1
Mn 0.073 -2.093 -6.635 -0.082 0.049 0.234 0.980
C 0.995 -1.853 -1.803 -0.300 0.328 -0.266 -0.302
O -0.213 -2.349 -2.199 -0.828 0.682 -0.417 -0.100
O 1.576 -1.706 -3.107 0.037 0.692 2.151 0.114
C 0.754 -0.565 -0.818 0.804 2.659 -0.283 -0.533
F 1.830 -0.049 -0.176 1.300 -1.105 -1.019 0.129
F 0.235 0.506 -1.438 -0.036 -0.290 -1.630 0.139
F -0.068 -0.718 0.191 -1.469 -2.373 0.712 0.169
C -0.964 -3.278 -1.416 -0.502 0.363 0.338 -0.202
C -2.333 -2.666 -1.064 0.381 -0.223 -0.631 -0.046
H -3.029 -2.605 -1.901 0.174 -0.415 -0.248 0.076
H -2.786 -3.300 -0.301 -0.086 0.364 0.185 0.084
H -2.211 -1.619 -0.787 0.094 -0.251 0.625 0.074
H -0.415 -3.474 -0.495 0.030 -0.212 0.030 0.122
H -1.027 -4.178 -2.028 -0.175 -0.134 0.274 0.123
H 1.558 -2.567 -1.201 0.516 -0.118 -0.039 0.170
C 0.695 7.751 0.338 -1.335 1.275 0.503 -0.039
O 1.493 8.098 -0.785 0.146 -0.534 0.074 -0.006
C 1.657 9.369 -1.133 -0.496 1.894 -1.089 -0.502
O 1.159 10.398 -0.646 1.772 -3.136 -1.253 0.103
O 2.446 9.278 -2.300 -1.346 -1.153 3.019 -0.051
C 3.086 10.436 -2.723 -0.033 0.991 -0.015 -0.085
H 0.317 6.728 0.327 0.987 -0.178 -0.368 0.094
H -0.234 8.321 0.303 0.018 0.371 0.013 0.092
H 1.183 8.031 1.271 0.165 -0.340 -0.078 0.102
H 3.514 11.017 -1.906 -0.192 0.007 0.190 0.096
H 2.297 11.013 -3.206 0.704 0.517 -0.540 0.100
H 3.930 10.098 -3.325 -0.387 0.275 -0.457 0.097
C 13.905 1.972 -2.777 -0.789 1.641 -0.638 -0.024
O 13.069 1.181 -1.908 1.548 -1.545 -1.379 0.020
C 12.053 1.703 -1.282 0.150 3.841 1.934 -0.587
O 11.890 2.927 -1.124 -0.431 -2.720 -0.691 0.085
O 11.395 0.731 -0.652 1.104 -0.898 -1.138 0.007
C 10.281 0.972 0.131 -1.211 1.475 1.046 -0.073
H 13.304 2.333 -3.612 -0.370 0.156 0.157 0.093
H 14.732 1.505 -3.313 -0.197 -1.200 0.986 0.093
H 14.308 2.862 -2.294 -0.195 -0.185 0.392 0.095
H 10.142 0.165 0.850 0.049 -0.256 -0.530 0.099
H 9.399 1.170 -0.478 -0.114 -0.488 -0.112 0.097
H 10.365 1.874 0.736 0.451 0.180 -0.030 0.094
C -11.491 -3.112 -1.664 0.966 0.317 -0.450 -0.053
O -11.502 -3.987 -0.565 0.053 -1.818 0.893 -0.011
C -10.627 -5.017 -0.576 2.568 -0.337 -1.942 -0.533
O -9.782 -5.299 -1.475 -3.002 1.218 2.646 0.054
O -10.719 -5.668 0.587 0.457 0.529 0.050 -0.004
C -9.669 -6.622 0.881 -1.051 -1.174 -0.568 -0.029
H -10.439 -2.848 -1.771 -0.115 0.370 -0.637 0.095
H -12.072 -2.227 -1.403 -0.046 -0.279 0.061 0.098
H -11.867 -3.587 -2.569 0.007 0.040 0.051 0.100
H -8.661 -6.239 1.035 -0.344 0.483 -0.165 0.098
H -9.692 -7.361 0.080 0.469 0.150 -0.165 0.091
H -10.015 -7.187 1.747 0.044 0.496 0.213 0.093
C -1.087 3.666 8.496 -2.683 -0.468 0.359 -0.214
C -0.022 4.021 9.540 -0.202 0.202 -0.302 -0.159
C 1.057 4.680 8.669 -1.840 -1.682 -0.909 -0.148
O 0.749 4.010 7.386 2.555 0.581 -1.492 -0.183
C -0.317 3.039 7.384 1.722 1.540 1.726 -0.195
H -1.699 4.525 8.224 0.432 0.343 -0.413 0.114
H -1.859 2.949 8.774 0.034 -0.159 0.940 0.106
H 0.330 3.069 9.938 0.200 0.227 0.439 0.111
H -0.359 4.719 10.305 -0.160 -0.412 0.196 0.111
H 2.076 4.522 9.023 0.018 -0.366 -0.346 0.111
H 0.902 5.752 8.554 -0.110 -0.024 -0.185 0.112
H 0.027 2.084 7.780 0.331 -0.384 -0.221 0.109
H -0.672 2.871 6.367 -0.298 0.599 0.202 0.124
C 3.668 -4.161 6.868 -0.780 0.468 1.096 -0.154
C 4.099 -3.274 5.728 -0.198 -0.040 -1.447 -0.190
C 4.477 -1.915 6.305 -0.174 -1.030 0.689 -0.189
O 4.229 -2.074 7.696 0.890 1.198 1.219 -0.154
C 3.337 -3.122 7.985 0.257 -0.093 -0.969 -0.196
H 4.476 -4.832 7.158 -0.276 -0.066 0.307 0.111
H 2.737 -4.686 6.654 0.331 -0.467 -0.215 0.104
H 3.243 -3.229 5.055 0.148 0.395 -0.296 0.103
H 4.954 -3.627 5.151 -0.176 -0.451 0.021 0.107
H 3.912 -1.104 5.847 -0.101 0.189 0.218 0.114
H 5.547 -1.738 6.200 -0.070 0.252 -0.040 0.117
H 2.351 -2.657 7.989 -0.631 -0.555 -0.624 0.112
H 3.414 -3.529 8.994 0.778 0.200 0.042 0.116
O 7.540 -7.916 -0.412 -0.290 1.175 -0.478 0.129
C 6.520 -8.302 0.064 0.630 -2.146 0.927 -0.491
O 5.259 -7.954 -0.241 0.084 0.355 -1.119 0.021
C 4.329 -8.991 0.159 -0.269 2.054 0.152 -0.151
C 5.023 -9.703 1.273 -0.777 -1.277 1.068 -0.181
C 6.492 -9.460 1.095 0.062 0.632 -1.010 -0.069
H 4.000 -9.594 -0.687 0.432 -0.004 -0.106 0.127
H 3.484 -8.404 0.517 -0.280 -0.365 -0.073 0.122
H 4.709 -10.743 1.181 0.370 -0.195 0.443 0.118
H 4.668 -9.336 2.236 -0.012 -0.007 -0.028 0.119
H 6.989 -10.305 0.619 0.215 0.086 0.164 0.128
H 7.060 -9.118 1.960 -0.177 -0.308 0.062 0.128
O -4.476 -5.400 -6.840 -2.254 -1.134 -0.218 0.052
C -5.444 -6.167 -6.766 1.588 2.322 -0.205 -0.485
O -5.337 -7.276 -6.085 0.568 -1.841 0.519 0.040
C -6.493 -8.115 -6.204 -1.193 0.888 -0.513 -0.112
C -7.373 -7.446 -7.276 -0.029 -0.270 -1.765 -0.165
C -6.882 -6.051 -7.288 1.426 2.353 1.314 -0.102
H -7.060 -7.984 -5.283 0.306 -0.803 0.296 0.131
H -6.219 -9.129 -6.496 0.099 0.129 0.564 0.133
H -8.448 -7.520 -7.118 0.189 -0.178 0.176 0.123
H -7.163 -7.739 -8.305 -0.073 -1.099 0.112 0.120
H -7.407 -5.485 -6.518 0.058 0.354 0.192 0.132
H -6.810 -5.375 -8.140 -0.604 -0.658 -0.456 0.132
O -3.264 2.021 -5.049 -2.169 2.510 0.679 0.047
C -4.079 2.861 -4.624 3.050 -1.303 -0.312 -0.410
O -5.039 2.486 -3.777 1.055 -1.622 -0.318 0.032
C -5.971 3.473 -3.533 -1.352 0.929 0.620 -0.180
C -5.370 4.769 -4.025 -0.297 1.680 0.130 -0.169
C -4.071 4.425 -4.681 -0.001 -1.295 -1.172 -0.068
H -6.186 3.558 -2.468 0.038 -0.408 0.021 0.130
H -6.875 3.149 -4.049 -0.218 0.433 0.015 0.131
H -5.167 5.496 -3.239 -0.414 -0.177 0.236 0.120
H -5.993 5.278 -4.760 -0.251 -0.098 0.224 0.118
H -3.170 4.815 -4.207 -0.070 -0.228 0.039 0.128
H -4.144 4.834 -5.689 0.697 -0.491 -0.184 0.121
O 7.161 6.787 -7.094 0.299 -0.242 1.215 0.112
C 6.667 6.010 -6.309 1.709 0.988 -2.249 -0.491
O 5.439 5.586 -6.569 -0.674 0.935 -0.569 0.032
C 4.985 4.672 -5.633 -0.730 -0.528 0.472 -0.188
C 5.989 4.725 -4.488 0.357 -0.995 0.157 -0.145
C 7.268 5.229 -5.166 -0.541 0.179 0.825 -0.062
H 4.923 3.739 -6.193 -0.013 -0.483 0.547 0.125
H 3.983 4.983 -5.335 -0.047 -0.202 0.098 0.126
H 6.141 3.732 -4.064 -0.132 0.102 0.235 0.112
H 5.661 5.407 -3.704 0.000 -0.027 -0.069 0.119
H 7.894 4.424 -5.550 -0.152 -0.027 -0.257 0.131
H 7.893 5.785 -4.467 -0.072 0.312 -0.385 0.128
O -6.202 5.421 3.412 -0.180 1.067 0.351 0.131
C -6.572 4.352 3.769 0.224 -0.830 -0.718 -0.504
O -5.969 3.257 3.223 -0.820 -1.891 0.844 0.010
C -6.631 2.024 3.749 1.194 0.914 0.100 -0.136
C -7.365 2.447 4.996 -0.620 0.621 0.132 -0.166
C -7.705 3.929 4.686 0.029 -0.680 0.110 -0.060
H -5.893 1.270 4.024 0.278 0.165 -0.555 0.120
H -7.314 1.631 2.996 0.110 0.154 -0.109 0.122
H -6.814 2.412 5.936 0.481 -0.173 -0.302 0.115
H -8.169 1.719 5.100 -0.516 0.538 0.241 0.114
H -7.774 4.589 5.550 -0.079 -0.115 -0.134 0.126
H -8.619 3.986 4.095 -0.101 0.223 0.032 0.129
```
Forces are in eV/Å.